[1]
# C11H14O4Ti

A molecular structure, C11H14O4Ti (ωB97M-V/def2-TZVPD, OMol25).

Properties
HOMO-LUMO gap	7.05	eV

Structure (ORCA input):
```
! RIJCOSX wB97M-V def2-TZVPD def2/J DEFGRID3
* xyz 2 1
C 3.51758 -0.84056 0.86292
C 2.64467 0.03532 -0.02027
O 2.52023 1.32437 0.47309
C 1.66858 2.10315 -0.31437
C 0.20855 1.79772 -0.01852
C -0.35474 1.50175 1.16101
C -1.81057 1.10733 1.13187
O -2.61611 1.43275 1.93775
C -2.20057 0.26698 -0.07725
C -3.19939 -0.85889 0.03611
O -2.71530 -1.97133 -0.67260
C -1.78411 -2.74968 0.06670
C -1.56513 0.54765 -1.24525
C -0.62186 1.68391 -1.26337
O -0.32106 2.25449 -2.29932
H 3.22296 -1.89038 0.80116
H 3.41327 -0.51332 1.89856
H 4.56157 -0.74952 0.55891
H 1.59805 -0.46890 -0.04630
H 3.05702 0.07823 -1.06308
H 1.87566 1.83614 -1.39295
H 1.91393 3.16488 -0.22873
H 0.18048 1.52974 2.10838
H -4.13818 -0.53890 -0.43655
H -3.40099 -1.08603 1.08977
H -0.90026 -2.15498 0.36697
H -2.23956 -3.16436 0.97106
H -1.46423 -3.57120 -0.57515
H -1.78219 -0.02116 -2.15967
Ti 0.73171 -0.08519 -1.65084
*
```

Löwdin population analysis, charges in e, atoms 1 to 8: atom 1 (C): 0.014, atom 2 (C): -0.321, atom 3 (O): -0.052, atom 4 (C): -0.125, atom 5 (C): -0.154, atom 6 (C): 0.175, atom 7 (C): -0.284, atom 8 (O): 0.248

[2]
# C11H14O8P2

2 unconnected molecules or ions with the total composition C11H14O8P2 (ωB97M-V/def2-TZVPD, OMol25).

Properties
HOMO-LUMO gap	7.74	eV
SMILES	C#CC1=CC(=O)C(P(O)O)=CC1=O.COP(=O)(OC)OC

Structure (ORCA input):
```
! RIJCOSX wB97M-V def2-TZVPD def2/J DEFGRID3
* xyz 0 1
C 8.01535 -1.51595 1.22079
C 7.05450 -0.80096 1.30339
C 5.70748 -0.33543 1.43388
C 5.15768 -0.04653 2.61664
C 3.72611 0.39069 2.61306
O 3.31541 1.28506 3.30281
C 2.86390 -0.34726 1.63108
P 1.13917 -0.87369 2.05808
O 0.31453 -0.73457 0.64082
O 1.33990 -2.50456 2.19744
C 3.41195 -0.61972 0.44722
C 4.83129 -0.18609 0.21348
O 5.21391 0.26346 -0.83141
H 8.90791 -2.06986 1.05301
H 5.70434 -0.14086 3.54443
H 0.01326 -1.62445 0.40828
H 2.14499 -2.78834 1.74133
H 2.89708 -1.13025 -0.35935
C -6.08004 2.10294 -2.57876
O -5.41303 0.85401 -2.31548
P -3.97902 0.93325 -1.53286
O -3.00104 1.22405 -2.60388
O -3.99771 -0.61147 -1.06489
C -4.91422 -1.59276 -1.54204
O -3.32085 1.38835 -0.14506
C -1.96993 1.86627 -0.15269
H -7.00596 1.87800 -3.10103
H -6.31751 2.62137 -1.64975
H -5.45626 2.73722 -3.21010
H -4.72551 -1.81262 -2.59321
H -5.94454 -1.27773 -1.39995
H -4.74683 -2.49645 -0.95874
H -1.87508 2.77674 -0.73946
H -1.30156 1.09618 -0.52699
H -1.70968 2.09194 0.87992
*
```

Löwdin population analysis, charges in e, atoms 1 to 8: atom 1 (C): 0.157, atom 2 (C): -0.064, atom 3 (C): -0.166, atom 4 (C): 0.077, atom 5 (C): -0.393, atom 6 (O): 0.122, atom 7 (C): -0.252, atom 8 (P): 0.859

[3]
# C11H15AlBrClIrO2

A molecular structure, C11H15AlBrClIrO2 (ωB97M-V/def2-TZVPD, OMol25).

Properties
HOMO-LUMO gap (spin up / spin down)	4.45 / 7.13	eV

Structure (ORCA input):
```
! RIJCOSX wB97M-V def2-TZVPD def2/J DEFGRID3
* xyz -1 5
Ir -0.81026 -0.64957 0.11830
Cl 0.20404 0.11492 -1.92736
C -2.25491 -1.43363 -0.81023
H -2.60284 -2.29544 -0.22161
H -1.95512 -1.70133 -1.82408
H -3.09861 -0.72985 -0.85669
Al 0.25139 -0.06163 -4.25375
C -1.48729 0.74491 -4.80084
C 1.71309 1.27686 -4.43462
C 0.56721 -1.83978 -4.94582
H 2.55782 1.06341 -3.76754
H 2.10343 1.31012 -5.46099
H 1.35826 2.28520 -4.18507
H -2.34897 0.22361 -4.36369
H -1.57003 1.80307 -4.51740
H -1.58902 0.68479 -5.89642
H -0.18278 -2.52260 -5.39093
H 1.55645 -2.31262 -5.09951
Br 0.71488 2.85496 2.87416
C 0.69783 1.41344 4.10378
C 0.77701 1.67403 5.47385
C 0.72391 0.61694 6.39376
C 0.67961 -0.70418 5.93658
C 0.65472 -0.97810 4.57145
C 0.59721 0.07464 3.64414
C 0.12994 -0.20866 2.26944
O -0.99737 -0.81768 2.08899
O 0.71416 0.09379 1.15693
H 0.84682 2.70309 5.81907
H 0.72239 0.83816 7.46099
H 0.64576 -1.52288 6.65560
H 0.68128 -1.99798 4.18952
*
```

Löwdin population analysis, charges in e, atoms 1 to 8: atom 1 (Ir): 1.265, atom 2 (Cl): 0.287, atom 3 (C): -0.457, atom 4 (H): -0.003, atom 5 (H): -0.026, atom 6 (H): 0.011, atom 7 (Al): -0.056, atom 8 (C): -0.221

[4]
# C11H15AlCl2F5N2NaO5

A molecular structure, C11H15AlCl2F5N2NaO5 (ωB97M-V/def2-TZVPD, OMol25).

Properties
HOMO-LUMO gap	3.41	eV
energy above the lowest of the compared OMol25 structures with the same formula, charge and spin	0.000	eV

Structure (ORCA input):
```
! RIJCOSX wB97M-V def2-TZVPD def2/J DEFGRID3
* xyz 0 1
C 2.39042 0.15583 1.78871
C 1.03448 0.57124 2.17128
Cl 0.94433 1.68104 3.51121
C -0.10019 0.12369 1.59315
Cl -0.09647 -0.97260 0.28468
C -1.40955 0.60140 2.17489
C -1.83410 1.92299 2.26092
N -3.00241 2.25331 2.83639
C -3.82049 1.32027 3.33966
C -3.50545 0.00099 3.25777
C -2.29058 -0.36445 2.68552
C -1.96150 -1.83306 2.64317
O -1.03131 -2.25448 3.22815
O -2.83216 -2.56948 1.95186
H 2.62669 -0.82201 2.25751
H 3.12046 0.84184 2.20061
H 2.53542 0.11452 0.71618
H -1.20229 2.73659 1.86506
H -3.23280 3.23698 2.88645
H -4.74595 1.62871 3.79736
H -4.18938 -0.73438 3.64624
H -3.21152 -2.00809 1.24494
F -3.73343 -0.43985 -0.17221
Al -3.50647 0.11450 -1.79180
F -3.31880 1.82568 -1.71931
F -4.78875 -0.29627 -2.76928
F -2.06075 -0.52517 -2.36306
C 1.52334 -2.83597 -3.92961
N 2.20496 -1.68106 -3.28626
O 3.15030 -1.89982 -2.56879
O 1.75364 -0.57313 -3.53235
H 2.02846 -3.74336 -3.62147
H 0.48839 -2.82650 -3.59970
H 1.58780 -2.69267 -5.00365
C 4.76055 1.79622 -3.11696
O 3.84522 1.35600 -4.11118
H 5.18891 2.73902 -3.45137
H 4.25228 1.95648 -2.16084
H 5.56568 1.07177 -2.97518
H 3.46968 0.52045 -3.80653
Na -0.87947 2.06611 -0.14339
F 4.28278 -1.56327 1.78125
*
```

Löwdin population analysis, charges in e, atoms 1 to 8: atom 1 (C): -0.145, atom 2 (C): -0.656, atom 3 (Cl): 0.769, atom 4 (C): -0.705, atom 5 (Cl): 0.883, atom 6 (C): -0.188, atom 7 (C): -0.052, atom 8 (N): 0.136

[5]
# C11H15AlF3O3S

A molecular structure, C11H15AlF3O3S (ωB97M-V/def2-TZVPD, OMol25).

Properties
HOMO-LUMO gap	9.67	eV
energy above the lowest of the compared OMol25 structures with the same formula, charge and spin	0.000	eV

Structure (ORCA input):
```
! RIJCOSX wB97M-V def2-TZVPD def2/J DEFGRID3
* xyz 1 1
Al -0.01208 0.10434 0.55155
C 1.92041 0.94245 0.51657
C 1.73300 0.19443 1.73172
C 0.65445 0.77020 2.44792
C 0.14686 1.87870 1.67918
C 0.94558 1.98979 0.49475
C 0.79459 3.02345 -0.57781
C -0.95482 2.81385 2.08379
C 0.17187 0.28978 3.78621
C 2.55044 -0.96631 2.21422
C 3.00384 0.72405 -0.49624
H 1.49539 3.84227 -0.40709
H -0.20848 3.44538 -0.58909
H 0.99992 2.61527 -1.56651
H -0.53349 3.70256 2.55587
H -1.63328 2.34820 2.79614
H -1.54060 3.14503 1.22754
H -0.54328 0.98602 4.21841
H 1.01406 0.21395 4.47367
H -0.30112 -0.69211 3.73813
H 3.39340 -0.60581 2.80652
H 2.95777 -1.55023 1.39026
H 1.96108 -1.63117 2.84345
H 3.89657 1.28164 -0.20877
H 2.70382 1.06977 -1.48386
H 3.28258 -0.32598 -0.57065
F -3.81130 -2.18108 0.24886
C -3.33716 -1.03319 -0.17350
F -4.03192 -0.57373 -1.18886
F -3.32202 -0.14579 0.81778
S -1.58513 -1.28005 -0.72276
O -1.54077 -2.21658 -1.76932
O -0.83053 -1.57078 0.55210
O -1.05056 0.13512 -0.97029
*
```

Löwdin population analysis, charges in e, atoms 1 to 8: atom 1 (Al): 0.320, atom 2 (C): -0.211, atom 3 (C): -0.225, atom 4 (C): -0.214, atom 5 (C): -0.207, atom 6 (C): -0.219, atom 7 (C): 0.011, atom 8 (C): 0.006

[6]
# C11H15BN6O2Pb

A molecular structure, C11H15BN6O2Pb (ωB97M-V/def2-TZVPD, OMol25).

Properties
HOMO-LUMO gap	8.99	eV
energy above the lowest of the compared OMol25 structures with the same formula, charge and spin	0.000	eV

Structure (ORCA input):
```
! RIJCOSX wB97M-V def2-TZVPD def2/J DEFGRID3
* xyz 0 1
H -0.23843 2.76189 2.17676
N -0.00525 1.61225 0.44302
B 0.65744 0.64794 -1.76788
N 0.54332 1.86362 -0.79154
C 0.95239 3.15098 -0.85857
Pb -1.01414 -0.51523 1.06409
H 1.40501 3.50987 -1.76626
C 0.64911 3.74773 0.36021
H 0.81543 4.75336 0.64493
C 0.07051 2.74143 1.16195
H 1.08776 1.03693 -2.81518
C -1.14016 -2.45218 1.65931
H -1.53628 -1.88299 2.53920
H -0.28159 -2.98859 1.73214
H -1.95398 -2.73624 0.99197
N -0.74017 0.02319 -1.87107
N 1.52115 -0.46183 -1.15008
N -1.45752 -0.60973 -0.86514
N 1.11537 -1.20954 -0.06369
C -1.51918 -0.00370 -2.96389
C 2.73390 -0.86261 -1.52118
H -1.12855 0.39284 -3.80329
H 3.18589 -0.38201 -2.40455
C -2.75327 -0.62575 -2.62469
C 3.14359 -1.85881 -0.69536
C -2.71795 -0.99689 -1.29581
C 2.11059 -2.05546 0.21318
H -3.53253 -0.77571 -3.28214
H 4.09151 -2.39356 -0.74075
H -3.43447 -1.43093 -0.64344
H 2.04052 -2.73292 1.09834
H -2.38752 0.35974 1.66614
O 0.54575 0.64078 4.94793
C -0.09756 0.08312 4.10019
O 0.18766 0.25835 2.84944
H -0.91837 -0.60934 4.27572
*
```

Löwdin population analysis, charges in e, atoms 1 to 8: atom 1 (H): 0.107, atom 2 (N): -0.032, atom 3 (B): -0.499, atom 4 (N): -0.023, atom 5 (C): -0.060, atom 6 (Pb): 1.206, atom 7 (H): 0.118, atom 8 (C): -0.045

[7]
# C11H15BrF3NO3S

2 unconnected molecules or ions with the total composition C11H15BrF3NO3S (ωB97M-V/def2-TZVPD, OMol25).

Properties
HOMO-LUMO gap	8.15	eV

Structure (ORCA input):
```
! RIJCOSX wB97M-V def2-TZVPD def2/J DEFGRID3
* xyz 0 1
C 1.54597 0.57064 1.09172
C 1.72932 2.11087 1.11978
C 0.74736 2.87122 0.17074
Br 1.87409 4.00894 -0.98514
O -0.11122 3.65525 0.99426
S -1.55212 4.11059 0.28771
O -1.36763 4.15195 -1.12226
O -2.61638 2.84671 0.48374
C -2.55002 2.21294 1.77468
C -2.08541 0.73988 1.58782
C -2.54424 0.30759 0.21542
F -3.84318 0.30884 -0.09108
C -1.65770 -0.04299 -0.72477
F -0.83096 -1.06522 -0.53743
F -1.47615 0.53610 -1.86956
H 1.22160 0.20322 0.11369
H 0.89107 0.24179 1.90358
H 2.52214 0.12022 1.30152
H 1.69083 2.52034 2.13339
H 2.75177 2.29381 0.78378
H 0.21926 2.12155 -0.42107
H -1.95837 2.76290 2.51127
H -3.58464 2.16555 2.13412
H -2.50000 0.07700 2.35555
H -0.99553 0.72381 1.57079
N 0.84258 -3.16209 -1.40923
C 0.71314 -4.39229 -0.82593
C 1.60102 -5.24275 -1.43111
C 2.29768 -4.49412 -2.41590
C 1.80887 -3.21460 -2.37580
H 0.30933 -2.34444 -1.16435
H 0.00180 -4.55636 -0.03382
H 1.73670 -6.28512 -1.19366
H 3.06903 -4.85337 -3.07716
H 2.06392 -2.34005 -2.95077
*
```

Löwdin population analysis, charges in e, atoms 1 to 8: atom 1 (C): -0.090, atom 2 (C): -0.258, atom 3 (C): -0.731, atom 4 (Br): 0.733, atom 5 (O): -0.376, atom 6 (S): 0.960, atom 7 (O): -0.385, atom 8 (O): -0.330

[8]
# C11H15BrO

A molecular structure, C11H15BrO (ωB97M-V/def2-TZVPD, OMol25).

Properties
HOMO-LUMO gap (spin up / spin down)	7.50 / 6.24	eV
energy above the lowest of the compared OMol25 structures with the same formula, charge and spin	4.918	eV

Structure (ORCA input):
```
! RIJCOSX wB97M-V def2-TZVPD def2/J DEFGRID3
* xyz 0 1
C -2.28513 0.69799 0.17070
C -2.21001 2.13594 0.54508
C -2.31532 0.24231 -1.08500
C 0.94427 -1.86501 -1.45833
C 1.37585 -2.39419 -0.08358
C 1.89418 -0.73302 -1.85924
C 0.91145 -1.33122 0.93787
C 1.79896 0.46595 -0.88295
C 1.44158 0.09019 0.60252
C 0.51113 0.87622 -0.23960
C -2.21959 2.33071 1.99619
O -2.54814 -0.11105 -2.17156
Br 0.22715 2.67748 0.30229
H -2.40108 -0.05196 0.89433
H -2.60956 2.87107 -0.09438
H 0.85297 -2.73112 -2.19236
H -0.11978 -1.39819 -1.25116
H 0.67343 -3.23763 0.05871
H 2.36058 -2.53933 0.04379
H 2.91868 -1.12394 -1.65954
H 1.85789 -0.53914 -2.89705
H -0.20767 -1.35850 0.99379
H 1.23346 -1.72787 1.85488
H 2.56159 1.07332 -1.05590
H 2.10496 0.47044 1.36601
H -2.27024 3.37621 2.28985
H -3.07536 1.90151 2.31128
H -1.40626 1.93281 2.56337
*
```

Löwdin population analysis, charges in e, atoms 1 to 8: atom 1 (C): -0.121, atom 2 (C): -0.302, atom 3 (C): -0.133, atom 4 (C): -0.204, atom 5 (C): -0.198, atom 6 (C): -0.159, atom 7 (C): -0.169, atom 8 (C): -0.245